No. 1
Formula: C12H18F3IO3S
Source: OMol25
Level of theory: ωB97M-V with the def2-TZVPD basis set

```
! RIJCOSX wB97M-V def2-TZVPD def2/J DEFGRID3
* xyz 0 1
C -2.006 2.164 1.860
C -1.564 0.890 0.924
C 0.017 0.411 1.158
C 1.032 1.686 1.467
C 0.567 -0.640 0.038
C 1.087 -0.038 -1.369
C 0.515 1.391 -1.869
C -0.468 1.311 -3.221
F -0.125 0.552 -4.453
C -1.750 2.119 -3.141
F -1.569 3.504 -2.566
F -3.086 1.615 -3.530
C 1.904 -1.366 0.741
S 1.467 -2.798 1.866
O 0.900 -2.398 3.250
O 2.814 -3.561 2.159
O 0.446 -3.981 1.113
C 0.135 -3.362 -0.216
C -0.548 -1.856 -0.068
I -1.990 -1.658 -1.692
H -3.197 2.178 1.938
H -1.712 3.178 1.304
H -1.491 2.165 2.922
H -2.276 -0.023 1.214
H -1.783 1.076 -0.234
H -0.018 -0.195 2.187
H 0.608 2.720 1.053
H 2.094 1.545 0.996
H 1.055 1.827 2.652
H 2.275 0.060 -1.298
H 0.910 -0.824 -2.250
H 1.453 2.032 -2.237
H -0.031 2.057 -1.082
H 2.496 -1.834 -0.183
H 2.631 -0.592 1.235
H 1.038 -3.401 -0.959
H -0.702 -4.070 -0.687
H -1.126 -1.884 0.976
*
```

Computed properties:
* frontier orbital gap: 8.72 eV
* SMILES: CC[C@H](C)[C@@]1(CCC(F)=C(F)F)CS(=O)(=O)OC[C@@H]1I
* E_HOMO: -0.350 Eh

Atomic partial charges in e from the Löwdin method, atoms 1 to 8:
1 C -0.1377
2 C -0.2360
3 C -0.2929
4 C -0.0881
5 C -0.4223
6 C -0.1623
7 C -0.1200
8 C -0.0823

=====

No. 2
Formula: C4H6N2O2
Source: OMol25
Level of theory: ωB97M-V with the def2-TZVPD basis set

```
! RIJCOSX wB97M-V def2-TZVPD def2/J DEFGRID3
* xyz 0 1
C -1.682 -0.819 -0.116
C 0.430 0.663 0.094
C -0.293 -0.522 0.339
N 0.077 1.543 -0.912
O 1.105 1.327 1.107
N 0.514 -1.532 0.810
C 1.580 -1.222 0.188
O 2.587 -1.477 -0.380
H 1.096 0.773 1.902
H 0.692 1.457 -1.713
H 0.028 2.513 -0.628
H -1.742 -0.977 -1.197
H -2.348 0.007 0.144
H -2.045 -1.734 0.362
*
```

Computed properties:
* frontier orbital gap: 8.28 eV
* E_HOMO: -0.290 Eh

Atomic partial charges in e from the Löwdin method, atoms 1 to 8:
1 C -0.0282
2 C -0.4194
3 C -0.2836
4 N 0.1229
5 O 0.0331
6 N 0.1505
7 C -0.3060
8 O 0.1664

=====

No. 3
Formula: C5H12N2O2
Source: OMol25
Level of theory: ωB97M-V with the def2-TZVPD basis set

```
! RIJCOSX wB97M-V def2-TZVPD def2/J DEFGRID3
* xyz 0 1
C 1.192 0.985 -1.017
C 0.605 -1.362 -0.842
N 0.569 -0.116 -0.309
C 1.464 0.901 2.081
N 0.765 0.026 1.507
H 0.754 1.041 -2.012
H 2.265 0.807 -1.071
H 0.934 1.924 -0.530
H 1.606 -1.626 -1.190
H -1.082 -1.143 -2.277
H 0.264 -2.129 -0.158
H 1.478 1.960 1.819
H 2.134 0.619 2.881
C -1.690 -0.726 0.958
C -0.746 0.412 0.667
O -1.390 -0.144 -2.135
O -1.026 1.569 0.484
H -2.335 0.006 -2.011
H -2.577 -0.302 1.418
H -1.936 -1.286 0.065
H -1.247 -1.417 1.670
*
```

Computed properties:
* frontier orbital gap (spin up / spin down): 7.09 / 7.09 eV
* E_HOMO (spin up / spin down): -0.284 / -0.284 Eh

Atomic partial charges in e from the Löwdin method, atoms 1 to 8:
1 C -0.0464
2 C -0.0030
3 N -0.1921
4 C -0.0677
5 N -0.0010
6 H 0.0926
7 H 0.0965
8 H 0.0823

=====

No. 4
Formula: C17H15F4N3O4PdSbSe4
Source: OMol25
Level of theory: ωB97M-V with the def2-TZVPD basis set

```
! RIJCOSX wB97M-V def2-TZVPD def2/J DEFGRID3
* xyz -1 1
Pd 0.218 -0.040 0.827
C -1.440 -2.336 -0.208
N -1.392 -1.404 0.924
C -2.684 -0.721 1.066
C -1.012 -2.120 2.160
C -0.770 -1.144 3.309
N -0.227 0.102 2.779
C -0.574 1.242 3.441
C -0.966 2.426 2.787
F -1.034 2.454 1.444
C -1.298 3.573 3.474
F -1.663 4.659 2.771
C -1.291 3.632 4.855
C -0.927 2.480 5.518
F -0.883 2.475 6.866
C -0.577 1.329 4.845
F -0.154 0.271 5.572
H -2.216 -3.093 -0.040
H -0.471 -2.820 -0.319
H -1.655 -1.784 -1.120
H -3.482 -1.454 1.245
H -2.897 -0.173 0.149
H -2.642 -0.014 1.890
H -0.095 -2.663 1.929
H -1.787 -2.853 2.425
H -0.109 -1.633 4.031
H -1.713 -0.953 3.837
H -1.556 4.534 5.384
O 2.213 -1.651 -0.873
C 1.431 -1.029 -1.583
O 0.443 -0.311 -1.171
C 1.576 -1.065 -3.085
C 2.744 -1.572 -3.639
C 2.923 -1.586 -5.015
C 1.927 -1.110 -5.850
C 0.766 -0.619 -5.276
C 0.575 -0.570 -3.909
N -0.302 -0.123 -6.159
O -0.090 -0.114 -7.358
O -1.342 0.241 -5.647
H 3.511 -1.932 -2.966
H 3.845 -1.960 -5.438
H 2.034 -1.106 -6.924
H -0.320 -0.140 -3.488
Se 2.427 2.752 2.434
Sb 2.887 2.467 -1.519
Se 0.941 2.961 -2.782
Se 4.760 1.382 -2.502
Se 2.348 1.112 0.907
*
```

Computed properties:
* frontier orbital gap (spin up / spin down): 4.47 / 4.47 eV
* E_HOMO (spin up / spin down): -0.171 / -0.171 Eh

Atomic partial charges in e from the Löwdin method, atoms 1 to 8:
1 Pd 0.7573
2 C -0.0810
3 N -0.3669
4 C -0.0601
5 C -0.1921
6 C -0.2295
7 N -0.1432
8 C -0.2501

=====

No. 5
Formula: C33H27GeI2N3OOsSe
Source: OMol25
Level of theory: ωB97M-V with the def2-TZVPD basis set

```
! RIJCOSX wB97M-V def2-TZVPD def2/J DEFGRID3
* xyz 0 1
Os -0.224 0.808 0.204
I 7.058 1.576 0.625
C 5.110 0.859 0.769
C 4.606 0.476 2.007
C 3.302 0.030 2.091
I 2.515 -0.498 3.945
C 2.461 -0.050 0.969
O 1.193 -0.454 1.090
C 3.002 0.344 -0.266
C 2.175 0.301 -1.538
N 0.817 -0.216 -1.300
C -0.081 -0.238 -2.459
C -1.362 -0.851 -1.954
C -2.291 -1.486 -2.756
C -3.429 -2.012 -2.167
C -3.582 -1.914 -0.792
C -2.606 -1.272 -0.055
N -1.521 -0.734 -0.628
C 4.315 0.790 -0.358
H 5.214 0.548 2.898
H 2.681 -0.359 -2.248
H 2.082 1.284 -2.004
H 0.890 -1.162 -0.932
H 0.310 -0.845 -3.282
H -0.219 0.782 -2.813
H -2.121 -1.556 -3.822
H -4.181 -2.500 -2.773
H -4.445 -2.322 -0.283
H -2.683 -1.167 1.016
H 4.710 1.096 -1.321
Se 2.889 4.289 1.775
C 1.760 3.064 1.185
N 1.012 2.257 0.792
C -1.743 1.870 0.263
Ge -2.706 2.525 1.859
C -3.945 3.854 1.160
C -5.202 3.549 0.634
C -5.993 4.533 0.055
C -5.527 5.838 -0.028
C -4.268 6.153 0.464
C -3.485 5.169 1.052
C -1.600 3.346 3.235
C -0.304 2.918 3.523
C 0.413 3.481 4.570
C -0.163 4.470 5.355
C -1.458 4.893 5.093
C -2.169 4.337 4.039
C -3.520 0.973 2.732
C -2.647 0.090 3.377
C -3.128 -1.004 4.080
C -4.497 -1.234 4.157
C -5.376 -0.365 3.529
C -4.890 0.732 2.822
H -2.296 2.077 -0.656
H -5.575 2.532 0.654
H -6.970 4.279 -0.337
H -6.140 6.604 -0.484
H -3.892 7.165 0.386
H -2.505 5.434 1.437
H 0.174 2.155 2.927
H 1.427 3.152 4.758
H 0.399 4.913 6.168
H -1.913 5.663 5.704
H -3.180 4.681 3.848
H -1.574 0.254 3.332
H -2.435 -1.672 4.576
H -4.876 -2.078 4.719
H -6.444 -0.534 3.591
H -5.600 1.405 2.359
*
```

Computed properties:
* frontier orbital gap: 6.30 eV
* E_HOMO: -0.260 Eh

Atomic partial charges in e from the Löwdin method, atoms 1 to 8:
1 Os 1.3218
2 I 0.8517
3 C -0.7518
4 C -0.2289
5 C -0.6438
6 I 0.9137
7 C -0.4709
8 O -0.3506

=====

No. 6
Formula: C19H28BN7SiSn
Source: OMol25
Level of theory: ωB97M-V with the def2-TZVPD basis set

```
! RIJCOSX wB97M-V def2-TZVPD def2/J DEFGRID3
* xyz 0 1
H 0.295 3.190 -0.119
N -0.600 1.557 -1.182
B -1.323 0.000 -3.173
N -1.009 1.381 -2.494
C -0.713 2.516 -3.174
Sn -0.250 0.301 0.654
H -0.920 2.595 -4.231
C -0.134 3.423 -2.306
H 0.229 4.404 -2.535
C -0.081 2.807 -1.058
H -0.897 0.121 -4.312
C -3.519 -3.338 1.704
H -2.942 -3.662 2.579
H -2.922 -2.629 1.115
H -3.748 -4.212 1.083
N -2.852 -0.417 -3.483
N -0.346 -1.030 -2.499
N -3.801 -0.955 -2.634
N -0.001 -1.057 -1.162
C -3.396 -0.317 -4.728
C 0.523 -1.815 -3.172
H -2.797 0.030 -5.549
H 0.454 -1.878 -4.245
C -4.719 -0.730 -4.687
C 1.396 -2.388 -2.260
C -4.932 -1.113 -3.336
C 1.046 -1.905 -1.004
H -5.429 -0.735 -5.489
H 2.206 -3.053 -2.471
H -5.856 -1.478 -2.908
H 1.492 -2.091 -0.032
H -4.415 -2.878 2.019
C -1.216 1.348 3.298
Si 0.639 1.024 3.525
C 1.286 2.426 4.539
C 0.699 -0.692 4.246
N 1.462 1.060 1.929
C 2.738 0.670 1.538
C 3.084 0.860 0.176
C 4.238 0.301 -0.369
C 5.127 -0.387 0.467
C 4.846 -0.528 1.832
C 3.673 0.001 2.384
H -1.530 1.842 4.229
H -1.800 0.423 3.206
H -1.477 2.022 2.470
H 0.654 2.451 5.440
H 2.330 2.283 4.848
H 1.167 3.383 4.006
H 0.352 -1.436 3.512
H 1.703 -0.964 4.596
H 0.017 -0.731 5.108
H 2.416 1.470 -0.432
H 4.440 0.430 -1.434
H 6.042 -0.801 0.043
H 5.578 -1.028 2.471
H 3.493 -0.072 3.462
*
```

Computed properties:
* frontier orbital gap: 7.45 eV
* E_HOMO: -0.271 Eh

Atomic partial charges in e from the Löwdin method, atoms 1 to 8:
1 H 0.1055
2 N -0.1320
3 B -0.4355
4 N 0.0129
5 C -0.0521
6 Sn 1.3349
7 H 0.1291
8 C -0.0564

=====

What did the fourth record say?
Formula: C17H15F4N3O4PdSbSe4
Source: OMol25
Level of theory: ωB97M-V with the def2-TZVPD basis set

```
! RIJCOSX wB97M-V def2-TZVPD def2/J DEFGRID3
* xyz -1 1
Pd 0.218 -0.040 0.827
C -1.440 -2.336 -0.208
N -1.392 -1.404 0.924
C -2.684 -0.721 1.066
C -1.012 -2.120 2.160
C -0.770 -1.144 3.309
N -0.227 0.102 2.779
C -0.574 1.242 3.441
C -0.966 2.426 2.787
F -1.034 2.454 1.444
C -1.298 3.573 3.474
F -1.663 4.659 2.771
C -1.291 3.632 4.855
C -0.927 2.480 5.518
F -0.883 2.475 6.866
C -0.577 1.329 4.845
F -0.154 0.271 5.572
H -2.216 -3.093 -0.040
H -0.471 -2.820 -0.319
H -1.655 -1.784 -1.120
H -3.482 -1.454 1.245
H -2.897 -0.173 0.149
H -2.642 -0.014 1.890
H -0.095 -2.663 1.929
H -1.787 -2.853 2.425
H -0.109 -1.633 4.031
H -1.713 -0.953 3.837
H -1.556 4.534 5.384
O 2.213 -1.651 -0.873
C 1.431 -1.029 -1.583
O 0.443 -0.311 -1.171
C 1.576 -1.065 -3.085
C 2.744 -1.572 -3.639
C 2.923 -1.586 -5.015
C 1.927 -1.110 -5.850
C 0.766 -0.619 -5.276
C 0.575 -0.570 -3.909
N -0.302 -0.123 -6.159
O -0.090 -0.114 -7.358
O -1.342 0.241 -5.647
H 3.511 -1.932 -2.966
H 3.845 -1.960 -5.438
H 2.034 -1.106 -6.924
H -0.320 -0.140 -3.488
Se 2.427 2.752 2.434
Sb 2.887 2.467 -1.519
Se 0.941 2.961 -2.782
Se 4.760 1.382 -2.502
Se 2.348 1.112 0.907
*
```

Computed properties:
* frontier orbital gap (spin up / spin down): 4.47 / 4.47 eV
* E_HOMO (spin up / spin down): -0.171 / -0.171 Eh

Atomic partial charges in e from the Löwdin method, atoms 1 to 8:
1 Pd 0.7573
2 C -0.0810
3 N -0.3669
4 C -0.0601
5 C -0.1921
6 C -0.2295
7 N -0.1432
8 C -0.2501